Entry 1:
A structure of composition C12H32BrN2O4 in a non-equilibrium geometry, computed with ωB97M-V/def2-TZVPD.

## Properties
Energy ... -3460.380422 a.u.
Net charge ... +1
HOMO level ... -12.037 eV
LUMO ... -2.16 eV
Orbital gap ... 9.87 eV
Relative energy (zero: lowest compared OMol25 entry of this formula, charge and spin) ... 158.6 kcal/mol

Each line ends with the Mulliken charge.
Atoms and positions in Å:
Br -6.33 15.65 1.12  -0.857
C -5.65 11.54 -0.43  -0.745
O -6.08 11.98 0.86  -0.305
C -5.04 12.34 1.77  -0.678
C -5.67 12.86 3.10  -0.425
N -6.96 13.59 2.77  0.040
H -6.71 14.26 2.06  -0.022
H -7.52 12.89 2.30  0.556
C -7.78 14.46 3.79  -0.865
C -9.00 14.92 3.02  0.002
O -9.74 13.93 2.35  -0.467
C -10.87 13.43 3.06  -0.753
H -6.57 11.52 -1.01  0.254
H -5.25 10.54 -0.31  0.308
H -4.88 12.19 -0.84  0.302
H -4.58 13.20 1.29  0.333
H -4.29 11.56 1.90  0.495
H -4.99 13.61 3.51  0.225
H -5.94 11.99 3.70  0.429
H -7.25 15.28 4.27  -0.238
H -7.92 13.74 4.60  0.269
H -8.55 15.53 2.23  0.147
H -9.56 15.54 3.72  0.752
H -10.62 13.38 4.12  0.313
H -11.18 12.43 2.77  0.266
H -11.63 14.18 2.83  0.292
C -6.93 19.44 -1.34  -0.811
O -7.15 19.25 0.03  -0.249
C -6.48 20.25 0.78  -0.602
C -6.15 19.59 2.13  -0.721
N -5.56 18.20 2.06  0.424
H -6.00 17.43 1.57  0.001
H -4.81 18.47 1.43  0.421
C -5.13 17.59 3.35  -1.239
C -6.27 16.78 4.06  0.456
O -7.47 17.57 4.20  -0.326
C -8.63 16.79 4.45  -1.134
H -6.06 18.82 -1.53  0.318
H -6.57 20.43 -1.63  0.367
H -7.76 19.11 -1.97  0.258
H -7.11 21.14 0.83  0.346
H -5.50 20.49 0.36  0.499
H -6.99 19.54 2.82  0.397
H -5.44 20.21 2.67  0.371
H -4.59 18.18 4.10  0.385
H -4.37 16.89 3.01  0.458
H -6.04 16.38 5.05  0.629
H -6.42 15.81 3.59  -0.335
H -8.55 15.82 4.94  0.659
H -9.18 16.65 3.51  0.412
H -9.21 17.36 5.18  0.390

=====

Entry 2:
A structure of composition C12H32O7Si2 in a non-equilibrium geometry, computed with ωB97M-V/def2-TZVPD.

## Properties
Energy ... -1582.065802 a.u.
HOMO level ... -9.250 eV
LUMO ... 0.50 eV
Orbital gap ... 9.75 eV

Each line ends with the Mulliken charge.
Atoms and positions in Å:
C -3.31 0.56 1.44  -0.863
C -3.17 1.11 -0.01  -0.402
Si -3.47 2.97 -0.15  0.416
O -5.02 3.20 -0.79  -0.226
Si -6.29 3.48 0.26  0.498
C -7.53 2.04 0.36  -0.616
C -7.01 0.68 -0.08  0.447
O -6.41 0.51 -1.08  -0.459
O -7.35 -0.38 0.72  -0.504
H -4.36 0.32 1.60  0.203
H -3.00 1.32 2.14  0.258
H -2.69 -0.32 1.55  0.239
H -3.89 0.64 -0.69  0.372
H -2.18 0.90 -0.43  0.262
H -2.44 3.54 -1.04  -0.213
H -3.33 3.64 1.16  -0.133
H -5.82 3.79 1.63  -0.132
H -7.04 4.66 -0.20  -0.211
H -7.90 2.01 1.39  0.389
H -8.41 2.24 -0.25  0.326
H -7.20 -0.15 1.64  0.330
C 0.18 1.36 2.51  -0.912
O 0.04 0.47 1.42  -0.099
C 1.18 0.45 0.56  -0.612
C 2.07 -0.75 0.84  -0.278
O 2.65 -0.68 2.13  -0.396
C 1.98 -1.48 3.09  -0.669
H -0.59 1.12 3.24  0.240
H 1.16 1.27 2.98  0.424
H 0.04 2.40 2.18  0.271
H 1.74 1.38 0.65  0.380
H 0.81 0.38 -0.47  0.334
H 2.88 -0.75 0.11  0.212
H 1.50 -1.68 0.72  0.297
H 2.24 -2.54 2.95  0.326
H 0.89 -1.37 3.03  0.243
H 2.31 -1.17 4.08  0.249
C 5.24 -0.30 -2.90  -0.826
O 4.32 -1.23 -2.34  -0.228
C 4.17 -2.41 -3.11  -0.467
C 4.98 -3.56 -2.55  -0.535
O 6.38 -3.30 -2.63  -0.376
C 6.93 -2.86 -1.40  -0.668
H 5.49 0.42 -2.12  0.245
H 6.15 -0.79 -3.24  0.367
H 4.78 0.23 -3.74  0.283
H 4.44 -2.22 -4.16  0.356
H 3.11 -2.68 -3.09  0.358
H 4.78 -4.45 -3.15  0.371
H 4.68 -3.77 -1.52  0.304
H 7.05 -3.71 -0.71  0.318
H 6.32 -2.09 -0.93  0.261
H 7.91 -2.44 -1.61  0.248

=====

Entry 3:
A structure of composition C12H33CuN3O7S in a non-equilibrium geometry, computed with ωB97M-V/def2-TZVPD.

## Properties
Energy ... -3206.348178 a.u.
Net charge ... -1
HOMO level ... -2.807 eV
LUMO ... 0.13 eV
Orbital gap ... 2.94 eV
Relative energy (zero: lowest compared OMol25 entry of this formula, charge and spin) ... 202.3 kcal/mol

Each line ends with the Mulliken charge.
Atoms and positions in Å:
Cu 0.97 -0.29 -1.11  0.506
S 4.54 -1.95 1.36  1.220
O 5.92 -2.22 1.03  -0.672
O 3.68 -2.71 0.51  -0.673
O 4.36 -2.27 2.78  -0.695
O 4.34 -0.51 1.15  -0.677
C -5.14 1.52 -1.27  -1.379
C -3.68 1.55 -1.00  0.275
C -3.32 1.63 0.51  -0.840
O -1.96 1.94 0.80  -0.373
C -1.59 2.34 2.17  -0.779
N -2.96 0.46 -1.56  -0.544
H -5.51 0.78 -0.56  0.348
H -5.23 1.17 -2.30  0.395
H -5.55 2.51 -1.09  0.340
H -3.38 2.51 -1.43  0.335
H -3.47 0.75 1.14  0.375
H -3.83 2.50 0.92  0.373
H -0.61 2.02 2.51  0.311
H -2.31 2.01 2.92  0.319
H -1.39 3.41 2.27  0.282
H -3.28 0.57 -2.51  0.268
H -3.45 -0.35 -1.21  0.288
C 2.17 4.70 -4.14  -1.487
C 2.55 3.61 -5.24  0.736
C 3.51 4.16 -6.30  -0.906
O 3.04 5.02 -7.35  -0.330
C 2.37 4.30 -8.37  -0.769
N 3.22 2.48 -4.58  -0.557
H 1.69 4.38 -3.23  0.389
H 1.55 5.45 -4.62  0.375
H 2.99 5.34 -3.81  0.367
H 1.61 3.24 -5.64  0.131
H 4.14 3.35 -6.65  0.400
H 4.34 4.74 -5.88  0.356
H 2.87 3.39 -8.70  0.333
H 2.15 4.92 -9.24  0.269
H 1.44 3.84 -8.04  0.281
H 3.69 2.65 -3.71  0.218
H 3.72 1.95 -5.29  0.191
C -2.79 -4.17 5.30  -1.186
C -1.25 -3.83 5.40  0.088
C -0.49 -4.92 6.18  -0.709
O -0.49 -6.15 5.60  -0.320
C 0.45 -7.04 6.28  -0.739
N -0.68 -3.66 4.07  -0.688
H -3.38 -3.41 4.79  0.360
H -3.10 -4.38 6.32  0.312
H -2.73 -5.07 4.69  0.265
H -1.04 -2.85 5.83  0.384
H -0.77 -4.88 7.23  0.400
H 0.52 -4.49 6.15  0.417
H 0.34 -7.12 7.36  0.284
H 1.40 -6.58 6.02  0.341
H 0.42 -8.06 5.89  0.244
H 0.32 -3.82 4.10  0.249
H -0.96 -4.48 3.55  0.299

=====

Entry 4:
A structure of composition C12H34BBaN2O6 in a non-equilibrium geometry, computed with ωB97M-V/def2-TZVPD.

## Properties
Energy ... -1088.413657 a.u.
Net charge ... -3
HOMO level ... 3.091 eV
LUMO ... 5.35 eV
Orbital gap ... 2.26 eV

Each line ends with the Mulliken charge.
Atoms and positions in Å:
Ba 27.10 -3.94 -6.70  1.434
O 29.16 -5.54 -7.69  -0.707
C 30.56 -5.54 -7.35  0.118
C 31.38 -6.86 -7.37  -0.751
O 31.14 -7.95 -6.42  -1.076
H 30.79 -4.93 -6.47  -0.138
H 31.06 -5.00 -8.15  0.173
H 32.45 -6.66 -7.26  0.300
H 31.36 -7.20 -8.41  0.206
O 23.84 -1.20 -10.94  -1.033
C 23.76 -2.11 -9.84  -0.500
C 24.90 -3.06 -9.38  0.465
O 26.22 -2.81 -9.10  -0.794
H 22.83 -2.62 -10.08  0.200
H 23.52 -1.42 -9.03  0.044
H 25.06 -3.81 -10.17  0.282
H 24.53 -3.69 -8.57  -0.402
B 27.24 -6.05 -4.85  1.128
H 28.29 -6.18 -4.65  -0.259
H 27.04 -6.38 -5.86  -0.112
H 26.73 -6.69 -4.15  -0.379
H 26.94 -5.05 -4.58  -1.049
C 30.72 -0.58 -6.62  -1.754
C 29.72 -1.72 -6.36  1.005
C 29.13 -1.67 -4.91  -1.179
O 28.24 -2.70 -4.61  -0.073
C 28.12 -2.96 -3.22  -1.067
N 28.74 -1.66 -7.40  -0.430
H 30.17 0.34 -6.44  0.443
H 31.14 -0.36 -7.60  0.408
H 31.57 -0.55 -5.95  0.359
H 30.40 -2.57 -6.38  -0.234
H 28.67 -0.70 -4.71  0.402
H 29.92 -1.55 -4.18  0.401
H 27.55 -3.84 -2.93  0.192
H 27.67 -2.09 -2.75  0.427
H 29.09 -2.99 -2.72  0.330
H 28.53 -0.67 -7.46  0.226
H 29.35 -1.77 -8.19  0.314
C 22.98 -2.97 -5.84  -1.770
C 23.87 -3.59 -4.80  0.700
C 24.02 -5.07 -5.01  -0.884
O 24.67 -5.32 -6.24  0.000
C 23.90 -6.31 -6.95  -1.127
N 25.09 -2.92 -4.86  -0.183
H 22.02 -3.48 -5.92  0.406
H 23.36 -3.00 -6.86  0.211
H 22.76 -1.92 -5.63  0.495
H 23.33 -3.36 -3.88  0.183
H 23.05 -5.54 -4.84  0.579
H 24.70 -5.46 -4.25  0.186
H 22.86 -6.00 -7.01  0.400
H 23.86 -7.27 -6.43  0.311
H 24.20 -6.46 -7.99  0.261
H 25.49 -2.94 -3.94  0.107
H 25.01 -1.92 -4.97  0.204

=====

Entry 5:
A structure of composition C12H34Ba4F3O10 in a non-equilibrium geometry, computed with ωB97M-V/def2-TZVPD.

## Properties
Energy ... -1628.940137 a.u.
Net charge ... +5
HOMO level ... -15.291 eV
LUMO ... -13.61 eV
Orbital gap ... 1.68 eV

Each line ends with the Mulliken charge.
Atoms and positions in Å:
Ba 5.57 -1.05 -3.82  1.215
Ba 0.19 2.47 -6.73  1.101
Ba -1.82 -4.22 -3.00  1.804
Ba 6.08 6.20 -4.03  1.486
C 6.32 -4.66 1.12  0.039
O 7.54 -3.94 0.76  -0.240
O 5.24 -4.40 0.19  -0.622
C 6.56 -6.24 1.47  0.678
F 7.39 -6.50 2.53  -0.212
F 5.42 -6.96 1.48  -0.224
F 7.31 -6.73 0.42  -0.248
C 8.75 -4.09 1.55  -0.208
C 9.79 -2.97 1.32  -1.248
H 10.20 -3.09 0.32  0.301
H 9.53 -1.93 1.51  0.334
H 10.62 -3.16 1.99  0.377
H 9.17 -5.04 1.22  0.307
H 8.67 -4.17 2.63  0.336
H 6.22 -4.03 2.01  0.333
O -1.72 1.34 -1.77  -0.503
C -1.26 2.04 -0.60  -0.158
C 0.31 1.90 -0.40  -0.219
O 1.32 2.26 -1.39  -0.501
H -1.68 1.70 0.35  0.270
H -1.50 3.09 -0.73  0.245
H 0.53 0.89 -0.05  0.252
H 0.58 2.54 0.44  0.304
C -8.85 -2.66 -2.10  -0.535
O -7.41 -2.71 -2.12  -0.504
H -9.25 -2.16 -1.22  0.259
H -9.23 -2.15 -2.99  0.249
H -9.31 -3.65 -2.09  0.237
H -7.06 -1.83 -2.29  0.292
C -5.45 -0.32 -8.25  -0.444
O -4.12 -0.68 -8.31  -0.548
H -5.87 0.30 -9.05  0.240
H -5.96 -1.28 -8.29  0.242
H -5.55 0.27 -7.34  0.177
H -4.05 -1.48 -8.83  0.335
C 2.84 8.72 2.40  -0.493
O 2.66 10.04 1.90  -0.450
H 2.33 7.99 1.78  0.204
H 3.90 8.51 2.51  0.237
H 2.37 8.63 3.39  0.231
H 3.09 9.96 1.04  0.271
C -3.56 -3.40 3.61  -0.507
O -2.65 -4.01 2.77  -0.523
H -3.94 -4.12 4.34  0.261
H -3.15 -2.59 4.21  0.238
H -4.42 -3.00 3.08  0.211
H -1.83 -4.17 3.25  0.321
C -7.95 5.24 -1.84  -0.557
O -7.87 3.84 -2.18  -0.463
H -7.61 5.86 -2.67  0.250
H -8.97 5.62 -1.74  0.254
H -7.39 5.56 -0.96  0.251
H -6.92 3.70 -2.28  0.266
C 1.02 0.75 6.60  -0.578
O 0.99 0.28 7.92  -0.471
H 1.01 -0.09 5.91  0.209
H 0.27 1.49 6.32  0.262
H 1.95 1.26 6.37  0.263
H 0.61 1.03 8.38  0.316